Entry from OMol25: an isolated molecule of C5H8NP at a distorted geometry (wB97M-V/def2-TZVPD).

XYZ file:
```
15
Properties=species:S:1:pos:R:3:forces:R:3
P -0.08318 1.10123 -0.48733 -1.4653 -0.8757 0.2447
C -1.11382 -1.45619 -0.84397 0.0470 -0.0072 -0.0235
H 2.67324 1.07956 1.07162 -0.0171 -0.0123 0.0282
H 1.87298 1.21636 2.64091 0.1171 0.0497 0.0742
C -1.54460 -0.03210 -0.51269 0.1892 0.1686 -0.1595
H -0.73604 -1.52455 -1.86305 0.0294 -0.0543 -0.0586
H -0.32343 -1.76742 -0.16043 -0.0391 -0.0619 -0.0299
C -0.13828 1.70985 -2.42486 0.6153 -0.7770 3.1061
H 1.81914 2.56156 1.49829 -0.0224 -0.0343 0.0199
N -0.14081 2.04141 -3.51896 -0.0768 0.3167 -1.0693
C 0.54719 0.89399 1.05773 0.1706 1.0393 -2.4683
H -1.94271 0.00146 0.50335 0.0270 0.1489 -0.1595
H -2.30431 0.32471 -1.21017 0.0963 0.0990 0.0072
H -1.95318 -2.14267 -0.73991 -0.0397 -0.0308 -0.0429
C 1.79288 1.47320 1.58486 0.3684 0.0314 0.5312
```
Positions in Å, forces in eV/Å.

Output
- net charge = 0
- SMILES string = CC#P(C#N)CC
- F_max (eV/Å) = 3.260

Results of the Mulliken charge analysis, in e, for atoms 1 through 5: 0.576 -1.065 0.296 0.295 -0.554

---

Entry from OMol25: an isolated molecule of C24H30N4O3 (wB97M-V/def2-TZVPD).

XYZ file:
```
61
Properties=species:S:1:pos:R:3:forces:R:3
C -3.58018 -2.62903 -0.42120 -0.0736 -0.0852 0.0361
H -0.62594 -2.23368 -3.25332 0.0386 0.0815 0.0421
H -3.96908 -3.28170 1.57857 -0.0488 -0.0628 0.0491
H 2.40023 -4.42872 -2.97781 0.0814 0.0462 0.0174
N 1.26351 6.28152 2.92954 0.2510 -0.3439 -0.1507
C -3.35626 -2.66017 0.94321 -0.0964 -0.0473 0.0297
C 1.47065 -4.91725 -2.67504 -0.3858 -0.1694 0.0897
C -2.78537 -1.83624 -1.23115 0.0480 0.0400 -0.1222
H -2.15777 -1.94460 2.56110 0.0583 -0.0195 0.1112
H 2.31470 -2.23899 0.88601 -0.1300 -0.0033 0.0705
H 0.25503 1.54242 -0.64603 0.0529 0.0028 0.0351
H 1.69450 -6.53497 -4.08128 -0.0559 -0.0806 0.0260
H -1.52837 4.88379 1.69466 -0.0020 -0.0297 -0.0162
H 0.93122 -2.37021 2.01079 -0.0152 -0.0160 -0.1154
C 1.71883 2.21138 0.78886 -0.2775 -0.0874 -0.1651
H 1.88441 1.69194 -1.30919 -0.0728 -0.1175 0.0640
C -0.40774 -3.85604 -4.66345 0.2923 0.1556 -0.1253
C 0.61510 -4.92601 -5.03240 -0.2823 -0.1785 0.0758
H 0.22316 -5.55394 -5.83501 0.0608 0.0156 -0.0691
C 1.31332 1.37649 -0.43543 0.0715 -0.0275 -0.0483
H -0.62716 -3.23337 -5.53336 -0.0952 -0.0138 0.0041
H 1.02314 -2.46756 -3.84530 0.0669 0.0907 -0.0211
H -2.51261 6.95077 2.67565 -0.0725 -0.0010 -0.0124
H -2.95990 -1.80772 -2.29726 -0.0129 0.0078 -0.0874
C 1.59752 -0.09986 -0.23426 0.0412 0.4303 -0.1375
H -0.33695 -0.48073 2.35420 -0.0223 0.0586 -0.0807
H 1.64655 -2.32365 -1.44533 -0.0575 0.0129 0.1629
C -0.61654 7.66912 3.38595 -0.0709 -0.0138 -0.0186
H -1.33745 -4.33644 -4.35060 -0.0990 -0.0091 -0.0201
C 0.56178 -3.16399 0.05040 0.3169 0.2511 0.2752
C 0.11583 -2.98614 -3.52475 -0.2868 -0.2237 0.1119
C -2.33581 -1.90762 1.49599 0.0258 0.1539 -0.0397
C -0.38337 -0.32459 1.27059 -0.2083 0.1135 0.0001
O 2.49737 -0.65231 -0.85616 0.2774 -0.0130 -0.1657
C -1.76628 -1.08396 -0.67799 -0.0280 0.0445 0.0697
H 2.67700 2.70215 0.62028 0.0176 -0.0271 0.0640
C 0.44166 -3.84501 -2.30443 0.1125 -0.0015 -0.0181
C 0.45821 5.41877 2.31853 -0.3183 0.3227 0.1590
C -1.53161 -1.11595 0.69083 -0.1784 0.0590 0.1271
C 0.73552 7.37604 3.44768 -0.1731 0.1859 0.0734
H 0.04813 -6.30832 -3.48504 -0.0423 -0.0940 0.0095
H -0.54048 0.73774 1.08705 0.0866 -0.0326 0.0481
H 1.67942 -5.53222 -1.79795 0.0628 0.0481 0.0454
O -0.20554 -4.01314 0.45471 -0.1484 -0.3340 0.1652
N 0.87393 -0.76367 0.69024 0.0688 -0.1868 0.2675
C -1.45149 6.76294 2.74713 0.2539 0.0548 0.0713
H -1.13841 -0.47411 -1.31315 0.0674 0.0502 -0.0893
H 2.13206 4.36014 2.00425 -0.1460 -0.0683 -0.0840
N 1.13880 4.31177 1.81464 0.3085 0.0172 0.0508
H 1.43721 8.04199 3.93210 -0.0242 0.1090 0.0567
H -0.46714 -4.32824 -1.92860 0.0654 0.0349 -0.0893
H 1.52593 -4.44579 -5.39739 0.0603 0.0139 -0.0700
H 1.82928 1.56523 1.66512 0.0330 0.0625 0.0246
C 0.94742 -5.78435 -3.81574 0.2883 0.1367 -0.1161
N 0.93135 -3.00978 -1.22886 0.1674 0.0355 -0.5147
H -4.36948 -3.22481 -0.85514 -0.0672 -0.0471 -0.0299
C 1.22967 -2.14197 0.98602 0.1292 -0.2451 -0.0030
C -0.91652 5.61158 2.19879 -0.0680 -0.0779 -0.0551
C 0.64864 3.23793 1.13939 0.4553 -0.0991 0.0385
H -1.00424 8.57549 3.82254 -0.0056 0.0853 0.0471
O -0.52039 3.07732 0.86447 -0.2947 0.0359 -0.0539
```
Positions in Å, forces in eV/Å.

Output
- net charge = 0
- SMILES string = O=C(CCC(=O)N(CC(=O)NC1CCCCC1)Cc1ccccc1)Nc1ccccn1
- F_max (eV/Å) = 0.542

Results of the Mulliken charge analysis, in e, for atoms 1 through 5: -0.493 0.165 0.385 0.286 -0.566

---

Calculated HOMO level, -9.45; -8.87 eV (same order as the records).
Calculated energy, -16089.17057; -37480.42707 eV (same order as the records).